The following is a quantum chemistry calculation of a 17-piece molecular cluster, C93H213N7O17 overall in a non-equilibrium geometry, from the OMol25 dataset.

```
330
Properties=species:S:1:pos:R:3:forces:R:3
O -6.458 3.275 -5.126 -0.6 0.8 -0.7
O 9.874 -2.239 0.882 3.0 2.9 0.2
O 0.674 0.330 -1.915 0.1 0.1 -2.1
O -2.447 3.887 2.942 -0.4 0.8 0.2
O 0.952 5.649 5.821 -0.3 -0.5 1.0
O -1.181 -2.061 -5.282 -0.2 -1.2 1.5
O -0.756 3.665 5.841 0.1 -0.6 -0.2
O -4.414 -9.723 2.144 -0.5 0.7 0.3
O 2.605 -0.314 -4.427 0.4 0.0 -0.6
O -5.369 1.934 4.655 0.1 -0.7 -0.4
O 5.914 6.027 3.335 -1.5 0.3 1.4
O 6.746 3.400 2.976 0.0 2.8 2.8
O 0.250 -8.280 0.356 0.5 1.0 0.4
O -8.279 -3.294 0.933 -0.6 -3.1 -1.3
O -1.734 -5.865 7.489 0.0 0.0 1.3
O 4.221 -0.520 6.258 0.2 -0.6 -0.9
O 3.083 4.201 -2.950 -0.5 -0.3 0.4
N -6.445 3.970 -3.908 0.2 -1.6 1.1
N 2.768 4.848 -4.125 -0.6 3.3 -0.7
N -2.507 -5.258 6.518 0.5 1.1 -3.0
N -1.770 -1.370 -6.311 -0.4 2.1 -1.5
N 0.129 0.210 -0.674 -0.8 1.4 3.0
N 3.554 -1.127 -3.806 -0.1 -1.8 1.7
N 1.545 -7.698 0.163 1.4 0.4 -0.8
C 4.352 -3.401 -3.237 0.0 -1.0 -1.1
C -3.962 -0.989 -5.051 0.6 0.5 1.0
C -3.058 0.947 -7.440 0.7 2.3 -0.1
C 0.961 6.669 4.864 -1.7 1.6 0.5
C -4.489 0.763 2.652 -0.7 0.9 0.3
C -7.788 5.821 -4.765 -1.2 -2.3 1.0
C 2.343 6.821 4.362 1.4 0.3 -0.8
C 1.988 -3.028 -3.992 0.1 0.4 0.0
C 2.545 -8.490 2.228 -1.5 -1.2 1.5
C 1.413 -6.282 2.176 -1.3 1.1 1.8
C 6.099 5.871 0.884 0.6 -1.3 0.6
C -4.545 -4.211 5.736 -1.3 2.2 -1.0
C -2.165 -0.389 -1.269 1.0 0.9 -0.3
C 4.719 0.737 -2.696 0.8 0.4 0.1
C -1.675 -4.248 5.783 1.0 1.2 -0.2
C -7.897 -1.213 -0.092 -1.9 0.8 -1.0
C -0.746 0.632 -5.209 0.1 0.5 2.1
C -4.030 3.403 -3.809 0.9 -0.3 0.9
C 8.636 -2.797 0.872 -0.3 -1.1 -1.0
C -0.841 -0.839 -0.556 -1.5 -0.5 1.6
C -5.593 1.769 -2.804 -1.0 -0.3 -0.3
C -0.210 -0.870 1.951 -1.6 -0.2 -0.3
C 6.488 6.583 2.208 0.6 -1.3 -0.9
C 0.290 7.967 5.460 0.8 0.6 0.7
C 1.613 -6.878 -1.115 -0.6 -1.3 -0.5
C -5.335 -7.757 3.115 -0.5 0.5 0.8
C 1.091 6.251 -2.991 -0.1 -0.4 -0.5
C -2.131 5.177 2.367 1.0 -1.0 0.2
C -0.544 -4.949 4.994 -1.1 -1.6 0.8
C -5.450 6.334 -4.784 0.8 -1.7 0.7
C 5.723 2.139 1.397 1.0 -0.6 0.1
C -8.664 -1.976 0.985 2.9 0.9 1.1
C 1.302 -7.927 -2.224 -0.6 -0.3 0.2
C -2.206 1.913 6.581 -0.3 -0.3 0.3
C 0.364 -0.626 -7.080 -1.1 -0.1 -0.6
C 0.662 -5.662 -1.173 0.3 0.3 0.9
C 2.359 -0.402 0.193 -0.1 0.8 1.0
C -2.345 4.176 7.542 -0.3 1.0 0.3
C 3.777 -2.907 -5.595 1.4 0.0 -2.4
C -5.942 2.890 2.578 -0.5 0.3 -1.1
C 3.315 5.111 -6.554 -1.8 0.7 0.0
C -3.617 -2.750 -6.831 -0.2 -0.9 1.4
C -1.547 0.871 -7.544 0.4 -2.2 -0.2
C 5.784 -2.900 -3.164 -0.2 -1.7 -0.5
C 3.648 -6.720 1.035 -1.4 0.6 0.3
C 1.791 5.364 -6.862 0.8 0.4 2.2
C -3.658 -0.377 -7.520 -0.3 -2.4 1.2
C 0.470 4.028 -4.170 -2.3 -0.2 -0.3
C 5.062 4.498 -4.919 0.4 -0.7 -0.2
C -3.829 -2.989 5.193 -1.2 -0.2 -0.5
C -3.203 -7.535 1.602 -1.1 -0.9 0.2
C -3.896 -4.923 6.858 -0.1 -2.6 0.3
C 5.533 -0.246 -4.919 0.4 0.4 0.0
C -5.413 3.247 -3.093 0.8 2.8 1.6
C 3.282 2.848 -5.513 -0.1 0.6 0.8
C -3.246 -1.350 -6.311 0.6 -0.7 -2.5
C 3.478 -2.564 -4.171 -2.1 -0.2 0.1
C 7.490 -1.761 0.824 0.4 -0.2 1.0
C 3.081 -6.456 -1.347 -1.2 0.6 0.1
C -4.038 -4.248 8.201 0.3 0.6 1.0
C -0.608 5.068 2.102 0.4 0.2 -0.3
C -2.864 5.253 1.103 -0.6 -0.2 -2.2
C -5.362 5.429 -1.602 -1.6 1.9 -2.1
C -5.380 3.970 -1.649 2.8 -2.1 -0.2
C 6.201 8.005 2.108 0.4 2.0 -1.3
C 2.246 -7.228 1.424 0.2 -2.0 -2.0
C -0.264 -2.198 -0.921 0.0 -0.4 0.1
C 8.605 -3.825 1.997 -1.7 0.3 -0.9
C -0.997 -3.192 6.711 -1.2 -0.7 0.3
C -6.495 5.443 -3.978 -0.4 2.0 -0.7
C 7.768 1.387 2.662 1.1 -1.3 -0.6
C 4.851 -0.519 -3.565 -0.2 -0.9 -0.5
C 4.506 -1.709 4.073 -1.9 0.0 1.5
C -4.716 -6.290 6.832 1.1 0.0 0.0
C -8.074 -1.624 2.346 -1.1 2.1 1.7
C 1.515 2.078 0.224 0.9 -1.1 -0.5
C 1.296 5.267 -4.198 3.0 0.4 -1.0
C 3.757 -1.695 5.491 1.4 1.8 -0.3
C 0.587 0.383 1.794 1.0 -0.5 -0.4
C 2.238 -1.642 5.454 0.3 -0.1 -0.9
C -1.388 3.132 6.972 -1.5 -0.4 0.4
C 5.694 -1.538 -2.736 0.6 3.1 2.0
C 3.673 -5.805 -0.130 1.4 0.2 -0.9
C -0.960 -0.132 -6.446 0.1 0.5 -2.8
C -1.300 -0.862 0.931 -0.5 -0.1 -0.6
C 1.138 0.570 0.328 0.0 -0.7 1.1
C -5.641 1.577 3.300 0.2 0.6 -0.7
C -4.617 -8.299 1.927 3.1 -0.4 -0.9
C 7.111 2.550 1.990 -1.8 -1.7 -1.3
C -2.542 -3.512 4.723 2.2 -0.1 0.1
C 3.560 4.379 -5.212 0.3 -1.7 -1.9
C -6.568 5.933 -2.525 1.5 0.7 2.6
C 1.150 6.019 -5.589 -0.3 -0.2 -0.2
H 2.011 -5.683 2.863 0.1 0.4 -0.1
H -1.881 -1.764 1.126 -0.5 0.0 -0.5
H 1.770 -2.476 4.933 0.2 -0.5 0.3
H 5.469 1.471 -2.989 0.0 0.1 -0.3
H 0.101 -5.535 5.649 0.3 0.4 0.3
H 3.107 -8.375 3.154 0.3 0.7 -0.1
H -5.011 -3.777 8.340 -0.3 -0.6 0.1
H 2.615 -0.670 -0.831 0.2 0.2 0.1
H -4.231 -7.096 7.382 -0.2 0.3 0.8
H 6.929 5.972 0.186 -0.2 0.2 -0.3
H -5.730 7.387 -4.742 -0.2 -0.2 -0.1
H 1.386 0.229 2.519 0.7 0.7 -0.3
H -4.343 -2.771 4.256 -0.4 0.7 0.1
H -2.848 3.928 8.476 0.0 -0.5 -0.1
H -3.593 -1.414 -4.117 0.1 -1.1 -0.3
H 4.876 0.271 -5.618 -0.2 0.4 0.3
H -8.291 -0.606 2.668 -0.2 0.3 -0.1
H 5.019 0.503 -1.675 -0.5 -0.1 0.2
H 1.599 -8.883 2.601 -0.4 0.1 0.1
H -6.588 1.043 3.223 0.2 -0.5 0.6
H -3.689 0.030 -4.775 -0.9 0.7 -0.5
H -2.491 4.430 0.494 -0.2 -0.2 -0.2
H 5.523 4.021 -5.784 0.4 0.0 0.0
H 0.708 -6.771 2.849 0.1 -0.5 0.0
H 4.154 -2.560 6.023 -0.3 -0.3 0.0
H 1.505 -7.564 -3.231 0.5 0.0 0.1
H 3.770 6.100 -6.507 0.0 0.2 0.1
H -4.673 -6.720 5.831 -0.2 0.5 -0.3
H 7.659 -4.357 1.903 -0.2 -0.1 0.5
H -4.747 -0.422 -7.538 -0.1 0.4 0.1
H -4.406 3.696 -1.244 0.7 -0.4 -0.2
H -0.546 -2.626 -5.728 -0.1 -0.4 0.1
H 0.897 0.286 -7.348 1.1 -0.5 0.7
H -0.084 4.528 2.891 -0.1 0.3 0.4
H 1.292 -2.692 -4.761 0.5 0.3 -0.5
H 0.952 -4.977 -0.376 -0.2 -0.1 0.4
H -8.451 -2.229 3.170 -0.3 -0.3 -0.3
H 0.415 -9.218 0.233 0.0 -0.1 0.0
H -1.546 -6.744 7.152 -0.1 -0.1 -0.1
H 4.825 -2.881 -5.893 0.4 0.9 0.3
H 3.659 -7.322 -1.669 0.1 0.0 0.2
H 6.032 4.806 1.108 0.3 0.0 0.0
H -0.275 -3.670 7.373 0.0 0.0 0.0
H -7.836 5.411 -5.773 0.7 0.5 -0.3
H -4.422 6.235 -4.435 0.1 0.1 0.3
H -4.729 -4.744 4.804 0.5 -1.0 0.3
H -3.111 4.480 6.828 -0.2 -0.5 -0.3
H 5.048 2.970 1.190 0.6 0.2 -0.9
H 1.497 -2.617 -3.110 0.5 -0.4 0.5
H 8.108 0.565 2.031 -0.4 0.1 -0.5
H 1.463 4.919 5.464 0.2 -0.2 0.0
H 0.072 -4.367 4.308 -0.4 0.2 0.1
H 6.420 0.360 -4.732 0.1 0.0 -0.3
H 5.528 5.479 -4.833 -0.6 0.3 0.0
H 8.733 -3.272 -0.104 -1.3 -0.7 -0.2
H 2.453 3.479 -2.997 0.1 -0.9 0.8
H 6.610 -2.249 0.407 -0.1 0.2 0.1
H -2.335 -7.845 2.184 -0.4 -0.1 0.7
H 3.919 2.472 -6.314 0.0 -0.1 0.2
H 2.950 -9.393 1.772 0.4 0.6 -0.9
H -7.354 -3.314 1.191 0.0 -0.2 -0.1
H 1.924 -0.802 4.834 0.0 0.5 0.3
H -5.222 -8.279 4.065 0.4 -0.5 -0.3
H 5.579 -1.856 4.194 -0.2 -0.4 -0.1
H -5.416 5.824 -0.588 -0.5 0.0 0.0
H 4.222 -7.621 0.816 0.5 0.4 0.4
H -5.843 2.842 1.494 -0.2 -0.5 -0.3
H 6.605 -1.014 -2.449 0.9 0.0 -1.0
H -1.818 -2.817 7.321 0.3 0.5 0.2
H 2.748 5.949 3.848 -0.8 -0.4 -0.7
H -3.334 2.662 -3.416 -0.1 -0.3 0.1
H -3.990 3.209 -4.880 -0.4 0.1 -0.1
H 7.049 0.944 3.350 0.2 0.1 0.4
H -1.977 -2.659 4.348 0.5 -0.1 -0.1
H -5.908 3.512 -0.813 -1.3 0.0 -0.7
H 2.240 2.648 -5.761 0.0 0.2 -0.3
H -4.886 0.320 1.738 0.2 -0.3 0.0
H 6.903 2.993 3.831 0.1 0.0 0.1
H 6.296 -3.002 -4.121 -0.1 -0.3 -0.2
H 0.248 8.804 4.763 0.3 -0.3 -0.5
H 8.728 1.657 3.103 -0.3 0.4 0.6
H -1.634 1.187 -4.903 -0.3 0.0 0.0
H -8.233 6.815 -4.708 0.7 0.1 0.1
H 5.372 3.928 -4.043 -0.2 -0.1 0.0
H -0.684 -3.037 -0.367 -0.7 0.1 -0.1
H 0.781 -1.494 -6.569 1.0 1.0 0.6
H 3.433 2.288 -4.590 0.4 -0.2 -0.2
H -6.427 7.003 -2.374 -0.4 0.4 -1.1
H 3.933 -6.047 1.843 0.8 -1.0 0.6
H 4.727 -5.645 -0.357 0.3 0.1 -0.1
H 3.673 -3.922 -5.978 -1.1 -0.5 0.9
H -3.232 -2.949 -7.831 -0.1 0.1 0.1
H -3.357 -0.836 -8.462 0.2 -0.2 0.0
H -0.031 0.871 -2.277 0.4 0.3 -1.1
H 3.172 0.037 0.772 0.6 0.3 -0.6
H -6.408 -7.759 2.921 0.0 0.2 0.1
H 0.050 1.282 2.097 -0.4 -0.2 0.0
H -6.896 -1.575 -0.324 0.1 0.3 0.7
H -1.110 -5.747 4.514 0.3 0.0 -0.9
H -2.673 -4.185 3.876 -0.2 -0.2 0.0
H 4.497 -4.394 -3.665 -0.7 -0.3 -0.4
H -5.579 -3.978 5.992 -0.1 0.2 0.6
H -5.016 -1.240 -5.168 -0.1 0.6 0.3
H 1.447 7.063 -5.493 0.4 -0.1 0.2
H -4.510 5.958 -2.029 0.6 -0.7 -0.1
H -2.826 -7.728 0.598 -0.5 0.0 -0.3
H 9.377 -4.586 1.883 0.2 0.4 0.2
H -2.684 6.144 0.502 0.2 0.3 0.3
H -0.519 -2.377 6.169 -0.1 -0.1 -0.1
H -1.874 5.135 7.756 0.6 0.0 0.0
H -4.655 -3.056 -6.703 -0.5 0.8 -0.7
H 6.859 8.351 1.311 0.1 0.0 -0.5
H -1.679 1.016 6.257 0.5 0.3 -0.3
H -1.980 3.969 3.776 0.1 -0.8 0.7
H 6.579 8.648 2.903 -0.9 -0.2 0.6
H -3.237 -3.496 -6.133 0.9 -0.1 0.0
H -3.879 -10.164 1.479 0.0 0.5 -0.3
H -4.067 0.027 3.336 -0.3 -0.2 -0.1
H -3.297 1.481 -6.521 -0.3 0.0 0.3
H -8.438 -1.282 -1.037 -0.1 -0.5 -0.3
H 0.655 7.195 -3.319 0.0 0.0 -0.2
H 5.134 6.018 0.399 0.0 1.0 0.2
H -6.984 3.133 2.787 0.0 0.3 0.0
H 6.266 5.167 3.579 0.2 -0.1 -0.7
H -2.400 0.615 -0.918 0.2 0.2 0.5
H 0.359 3.489 -5.110 0.7 0.1 -0.2
H -3.336 -6.458 1.707 0.0 0.0 0.0
H -3.072 -0.944 -1.030 0.3 -0.6 -0.4
H -0.488 -0.031 -4.383 0.1 -0.1 0.1
H 0.796 8.394 6.326 0.9 -0.3 0.0
H -0.351 -2.423 -1.983 0.4 0.0 0.0
H -2.488 5.971 3.022 0.6 0.1 0.4
H 0.433 5.861 -2.215 0.0 -0.2 0.0
H -0.033 5.954 1.835 -0.3 0.5 0.4
H -5.346 3.780 2.780 0.4 -0.3 0.8
H -9.743 -1.857 0.890 0.1 -0.2 0.2
H 5.214 8.175 1.678 -0.3 0.4 0.8
H -0.709 7.991 5.895 -0.4 -1.3 -0.5
H -0.722 -0.924 2.912 0.2 0.2 0.4
H 3.235 -2.295 -6.316 0.0 0.3 0.1
H 5.812 -1.135 -5.484 0.2 -0.2 0.5
H 2.046 2.291 -0.704 -0.2 0.0 -0.2
H -6.354 1.550 -2.056 -0.5 0.3 -0.3
H 0.038 1.388 -5.254 0.2 -0.2 -0.4
H -0.703 2.834 7.765 0.5 0.1 -0.1
H -3.455 1.576 -8.237 0.0 0.2 -0.1
H -8.489 5.121 -4.312 -0.7 0.3 0.3
H -2.745 1.573 7.465 -0.3 0.1 0.0
H -3.760 -4.946 8.991 -0.6 -0.3 0.1
H 6.295 -3.539 -2.443 0.4 0.2 0.0
H -1.212 0.377 -8.455 -0.8 -0.2 -0.5
H -5.220 -8.113 1.038 -0.1 -0.3 -0.1
H 1.960 -4.115 -4.062 0.0 -0.1 0.4
H 0.249 -1.852 1.835 1.0 0.2 0.1
H 5.948 1.415 0.613 -0.8 0.2 -0.5
H -5.423 5.966 -5.809 -0.2 0.3 -0.2
H 5.411 -1.645 -1.689 -1.5 0.5 0.2
H 2.376 7.659 3.666 0.4 0.0 0.1
H 1.795 -8.863 -1.960 1.0 0.2 -0.4
H 3.165 6.837 5.078 -0.4 1.0 0.7
H 3.764 1.263 -2.694 -0.1 -0.4 -0.1
H -0.377 -5.956 -1.028 0.0 0.0 0.0
H 0.688 2.780 0.334 -0.1 -0.3 0.1
H -0.558 4.362 -4.026 -0.4 -0.1 0.4
H 0.729 -4.962 -2.006 0.2 -0.7 -0.7
H -3.472 4.315 -3.599 -0.5 0.5 -0.1
H -3.948 5.146 1.143 0.0 0.0 0.5
H 3.560 -0.247 6.899 -0.2 -0.2 0.0
H -0.397 4.428 1.245 -0.6 -0.2 -0.2
H 7.303 -1.364 1.822 -0.4 -0.6 0.4
H 7.570 6.523 2.323 0.4 -0.4 -0.2
H -4.703 1.348 -2.336 0.3 0.2 -0.3
H -6.991 -1.665 2.460 0.3 -0.3 -0.8
H 1.145 4.506 -7.044 0.6 -0.4 -0.4
H 7.677 -0.797 0.350 0.5 -0.5 -1.0
H 3.786 -3.614 -2.330 0.6 0.6 0.6
H 1.685 6.079 -7.678 0.0 -0.2 -0.1
H -8.040 -0.151 0.103 0.9 0.3 0.2
H 8.610 -3.241 2.917 0.3 -0.5 0.3
H -0.269 4.424 6.171 0.3 0.7 -0.4
H -4.982 -6.747 3.323 -0.3 0.2 -0.1
H -3.691 1.455 2.382 0.1 0.1 -0.1
H 2.058 6.471 -2.538 -0.1 -0.1 -0.1
H 3.362 -4.790 0.114 -0.8 -0.1 -0.1
H -2.938 2.193 5.824 0.0 -0.1 0.0
H 0.297 -8.344 -2.293 -0.6 0.8 0.4
H 7.768 3.043 1.273 -0.1 0.0 -0.2
H -5.760 -6.149 7.109 0.1 0.0 0.2
H 0.294 6.439 4.033 0.1 -0.4 -0.1
H -1.980 -0.174 -2.322 -0.4 -0.8 -0.5
H -3.758 -2.061 5.759 -0.1 -0.3 0.4
H 2.206 -1.293 0.802 -0.5 -0.3 -0.4
H 0.648 3.281 -3.396 0.3 0.2 0.2
H 3.780 4.622 -7.410 0.2 -0.4 0.3
H 2.277 2.236 0.987 -0.2 0.3 0.3
H 3.930 -2.505 3.602 0.8 -0.6 -0.4
H 10.494 -2.546 1.548 -0.5 -0.2 0.2
H 2.017 -0.108 -3.697 -0.4 0.1 0.2
H -7.419 5.742 -1.870 -0.8 -0.6 -1.0
H -1.944 0.012 1.025 0.0 0.0 0.5
H 3.093 -5.718 -2.149 -0.1 -0.2 -0.3
H -1.001 1.803 -7.684 -0.1 0.3 1.1
H 5.122 1.671 2.176 0.4 -0.6 0.3
H 4.333 -0.865 3.405 -0.1 0.5 0.5
H 1.857 -1.559 6.472 -0.2 0.0 -0.1
H -3.362 -3.430 8.449 0.3 0.2 -0.8
H 0.165 -1.096 -8.043 -0.6 0.2 -0.3
H 0.104 6.081 -5.890 -0.4 0.0 0.6
H 0.750 -2.210 -0.522 0.3 0.0 -0.8
H -4.526 2.366 4.499 0.3 0.4 0.7
H -5.823 1.237 -3.727 0.1 -0.2 0.1
H 0.711 -5.664 1.616 0.6 0.2 -0.4
H -5.652 3.559 -5.562 0.3 -0.1 -0.6
```
Positions in Å, forces in eV/Å.

As for the lowest unoccupied orbital energy: 0.0093 Eh. The value obtained for the HOMO energy is -7.95 eV. The calculation puts the total energy at -5332.852490 a.u.